Record 1
ORCA calculation (ωB97M-V/def2-TZVPD) on one molecule with the formula C6H4 in a non-equilibrium geometry.

Positions of all 10 atoms, in Å:
C  0.25  -0.87  0.21
C  -1.21  -1.72  -0.26
C  -1.31  -0.46  0.03
C  0.05  0.74  0.14
C  1.25  0.24  -0.30
C  -1.21  0.94  0.05
H  0.35  -1.09  1.25
H  2.20  0.29  0.29
H  1.57  0.22  -1.35
H  -1.94  1.72  -0.04

For the relative energy (zero: lowest compared OMol25 entry of this formula, charge and spin), the calculation gives 424.31 kJ/mol. The total charge is 0. For the orbital gap, the calculation gives 9.58 eV. As for the spin multiplicity: 1. The energy is -230.71510 Ha.

***

Record 2
ORCA calculation (ωB97M-V/def2-TZVPD) on a 5-piece molecular cluster, C29H58BFN3O15S2 overall in a non-equilibrium geometry.

Positions of all 109 atoms, in Å:
C  -1.00  -2.39  1.55
C  0.10  -2.12  0.32
C  1.29  -3.24  0.29
C  2.66  -2.76  -0.50
N  3.00  -1.30  -0.31
C  3.90  -1.06  0.89
C  2.95  -0.45  2.08
C  3.64  -0.54  3.60
C  2.46  -0.12  4.66
C  2.71  1.29  5.45
C  3.51  2.44  4.61
O  3.46  2.65  3.29
O  4.42  3.35  5.38
N  1.42  1.81  6.11
B  0.55  2.55  5.12
N  0.17  2.10  3.72
O  0.05  3.91  5.55
C  0.68  0.71  6.84
F  -0.40  0.05  6.01
C  -0.11  1.38  8.13
C  -1.18  0.23  8.67
C  3.53  -0.64  -1.57
S  4.77  -1.34  -2.56
S  2.71  1.02  -2.03
C  1.08  1.23  -1.13
C  0.19  2.51  -1.73
C  -0.05  2.22  -3.35
H  -1.65  -1.41  1.77
H  -0.43  -2.61  2.55
H  -1.76  -3.23  1.24
H  -0.52  -2.10  -0.70
H  0.49  -1.02  0.49
H  0.87  -4.19  -0.26
H  1.57  -3.58  1.40
H  3.57  -3.42  -0.14
H  2.51  -3.02  -1.65
H  4.52  -1.99  1.23
H  4.69  -0.21  0.63
H  2.59  0.65  1.85
H  1.95  -1.09  2.18
H  4.64  0.06  3.69
H  3.92  -1.68  3.81
H  2.45  -0.98  5.49
H  1.39  -0.20  4.13
H  3.42  1.02  6.38
H  0.99  1.73  3.18
H  -0.08  3.00  3.21
H  -0.86  3.71  5.94
H  1.39  -0.15  7.24
H  0.68  1.70  8.93
H  -0.73  2.33  7.83
H  -0.85  -0.87  8.39
H  -1.28  0.25  9.84
H  -2.25  0.41  8.17
H  0.38  0.27  -1.26
H  1.20  1.45  0.03
H  0.72  3.54  -1.52
H  -0.87  2.57  -1.22
H  -0.40  1.11  -3.52
H  -0.85  3.01  -3.75
H  0.95  2.41  -3.97
C  -5.46  1.20  -3.48
O  -4.16  0.83  -3.95
C  -4.16  0.05  -5.06
O  -5.15  -0.33  -5.66
O  -2.88  -0.22  -5.39
C  -2.72  -1.03  -6.55
H  -5.34  1.82  -2.59
H  -5.99  1.79  -4.24
H  -6.04  0.31  -3.21
H  -3.14  -0.53  -7.43
H  -3.19  -2.01  -6.40
H  -1.65  -1.19  -6.71
C  4.78  5.82  3.37
O  5.37  6.82  2.55
C  6.28  6.35  1.66
O  6.60  5.18  1.52
O  6.76  7.40  0.94
C  7.73  7.05  -0.04
H  4.07  6.31  4.05
H  4.23  5.10  2.76
H  5.54  5.32  3.98
H  7.29  6.37  -0.78
H  8.61  6.60  0.43
H  8.04  7.97  -0.55
C  -1.30  -7.89  -2.92
O  -0.29  -6.92  -2.63
C  0.98  -7.37  -2.78
O  1.31  -8.50  -3.13
O  1.83  -6.36  -2.47
C  3.21  -6.69  -2.58
H  -2.27  -7.42  -2.77
H  -1.23  -8.21  -3.97
H  -1.22  -8.74  -2.25
H  3.46  -6.97  -3.61
H  3.47  -7.50  -1.89
H  3.79  -5.80  -2.31
C  -8.08  -1.67  -6.16
O  -9.22  -1.15  -6.85
C  -9.66  0.04  -6.38
O  -9.17  0.67  -5.45
O  -10.74  0.41  -7.11
C  -11.31  1.66  -6.73
H  -7.82  -2.63  -6.62
H  -7.23  -0.99  -6.26
H  -8.32  -1.85  -5.11
H  -10.59  2.47  -6.85
H  -11.67  1.62  -5.70
H  -12.16  1.86  -7.38

The total charge is -1. For the orbital gap, the calculation gives 6.10 eV. As for the spin multiplicity: 1. The energy is -3353.57354 Ha.

***

Record 3
ORCA calculation (ωB97M-V/def2-TZVPD) on C2H4O4Sn as an isolated structure in a non-equilibrium geometry.

Positions of all 11 atoms, in Å:
C  -0.44  0.33  -1.58
O  0.80  0.13  -0.88
C  0.85  -0.70  0.18
O  0.66  -1.86  0.18
O  1.26  0.02  1.34
O  0.09  0.10  2.23
H  -0.35  0.00  -2.62
H  -0.69  1.41  -1.60
H  -1.27  -0.26  -1.14
H  0.46  -0.03  3.13
Sn  -1.35  0.86  0.76

The total charge is +2. For the orbital gap, the calculation gives 8.62 eV. As for the spin multiplicity: 1. The energy is -592.94046 Ha.

***

Record 4
ORCA calculation (ωB97M-V/def2-TZVPD) on one molecule with the formula C2H4O2S in a non-equilibrium geometry.

Positions of all 9 atoms, in Å:
O  0.49  -1.52  -0.73
C  0.34  -0.18  -0.10
S  0.65  1.35  -1.04
C  -0.90  0.01  0.67
O  0.42  -0.03  1.20
H  0.06  -1.61  -1.59
H  1.77  1.69  -0.44
H  -1.28  1.07  0.86
H  -1.55  -0.79  1.17

For the relative energy (zero: lowest compared OMol25 entry of this formula, charge and spin), the calculation gives 264.00 kJ/mol. The total charge is 0. For the orbital gap, the calculation gives 10.38 eV. As for the spin multiplicity: 1. As for the SMILES: O[C@@]1(S)CO1. The energy is -627.18358 Ha.

***

Record 5
ORCA calculation (ωB97M-V/def2-TZVPD) on C5H7O3 as an isolated structure in a non-equilibrium geometry.

Positions of all 15 atoms, in Å:
O  3.10  -0.67  -0.86
C  2.00  -1.03  -1.19
O  1.41  -2.12  -1.46
C  0.64  -0.47  -1.18
C  0.02  -0.29  0.14
C  -1.32  0.35  0.23
C  -2.28  -0.10  1.11
O  -3.36  0.43  1.44
H  1.03  2.86  0.46
H  0.00  -0.42  -2.05
H  -0.08  -1.31  0.56
H  0.78  0.09  0.82
H  1.65  2.58  0.80
H  -1.58  1.20  -0.40
H  -2.02  -1.09  1.57

For the relative energy (zero: lowest compared OMol25 entry of this formula, charge and spin), the calculation gives 369.42 kJ/mol. The total charge is -1. For the orbital gap, the calculation gives 6.10 eV. As for the spin multiplicity: 1. The energy is -420.36098 Ha.

***

Record 6
ORCA calculation (ωB97M-V/def2-TZVPD) on CH17NO6 as an isolated structure in a non-equilibrium geometry.

Positions of all 25 atoms, in Å:
H  0.06  0.11  0.45
O  -0.94  -0.67  0.58
N  0.82  1.08  0.27
H  -0.98  -1.08  1.45
H  1.22  1.33  1.17
H  0.28  1.87  -0.13
C  1.79  0.62  -0.73
H  1.35  0.22  -1.63
H  2.44  1.43  -1.09
H  2.43  -0.22  -0.40
O  0.70  -2.81  1.07
H  0.07  -2.08  0.74
H  1.34  -2.67  0.35
O  -2.83  1.21  0.01
H  -3.73  0.87  0.14
H  -2.32  0.39  0.23
O  -1.01  2.53  -1.21
H  -1.88  2.14  -0.96
H  -0.92  2.22  -2.12
O  2.17  -0.96  2.29
H  2.58  -1.45  3.00
H  1.52  -1.64  1.97
O  -1.22  -0.63  -2.12
H  -0.86  -0.72  -1.21
H  -2.06  -1.09  -2.11

For the relative energy (zero: lowest compared OMol25 entry of this formula, charge and spin), the calculation gives 42.90 kJ/mol. The total charge is 0. For the orbital gap, the calculation gives 10.96 eV. As for the spin multiplicity: 1. The energy is -554.48146 Ha.

***

Record 7
ORCA calculation (ωB97M-V/def2-TZVPD) on C27H60F10N8O20S10 as an isolated structure in a non-equilibrium geometry.

Positions of all 135 atoms, in Å:
C  2.16  0.77  1.35
C  0.93  0.66  0.52
C  0.22  -0.72  0.63
N  -0.84  -1.03  -0.48
C  -0.13  -1.37  -1.83
C  -1.17  -1.75  -2.92
C  -2.15  -0.57  -3.14
C  -2.82  -0.16  -1.84
C  -1.83  0.14  -0.70
C  -1.65  -2.24  -0.08
H  1.95  0.83  2.42
H  2.76  1.65  1.12
H  2.95  0.02  1.29
H  1.10  0.97  -0.51
H  0.30  1.47  0.89
H  -0.21  -0.93  1.61
H  0.84  -1.59  0.44
H  0.49  -0.53  -2.14
H  0.52  -2.20  -1.54
H  -0.55  -1.89  -3.81
H  -1.66  -2.72  -2.79
H  -1.61  0.28  -3.55
H  -2.93  -0.78  -3.87
H  -3.46  0.70  -2.00
H  -3.66  -0.77  -1.52
H  -1.28  0.99  -1.08
H  -2.29  0.20  0.29
H  -0.95  -2.92  0.40
H  -2.13  -2.81  -0.88
H  -2.40  -1.93  0.66
C  -2.14  -4.20  2.25
C  -0.69  -4.30  2.75
C  0.32  -3.31  2.13
N  1.73  -3.28  2.74
C  2.53  -2.04  2.16
C  3.94  -1.65  2.85
C  3.88  -1.61  4.35
C  3.14  -2.81  4.88
C  1.71  -3.11  4.27
C  2.55  -4.58  2.38
H  -2.15  -4.81  1.35
H  -2.67  -3.26  2.10
H  -2.81  -4.76  2.90
H  -0.41  -5.35  2.71
H  -0.72  -4.16  3.83
H  0.07  -2.25  2.19
H  0.51  -3.41  1.07
H  1.90  -1.16  2.23
H  2.60  -2.40  1.13
H  4.21  -0.69  2.42
H  4.66  -2.40  2.52
H  3.43  -0.66  4.64
H  4.86  -1.73  4.81
H  3.08  -2.70  5.96
H  3.81  -3.64  4.64
H  1.08  -2.28  4.57
H  1.31  -3.91  4.90
H  3.58  -4.49  2.70
H  2.44  -4.55  1.29
H  2.05  -5.45  2.79
C  -2.15  4.80  4.50
C  -1.36  3.96  3.40
C  -0.39  4.94  2.69
N  0.69  4.29  1.80
C  0.06  3.35  0.72
C  1.00  2.86  -0.34
C  1.75  4.00  -1.00
C  2.26  5.04  -0.01
C  1.28  5.48  1.01
C  1.73  3.55  2.69
H  -2.86  5.52  4.09
H  -1.48  5.19  5.27
H  -2.80  4.10  5.03
H  -2.13  3.67  2.68
H  -0.86  3.04  3.69
H  0.15  5.56  3.40
H  -0.96  5.60  2.04
H  -0.64  3.96  0.14
H  -0.48  2.51  1.16
H  0.40  2.32  -1.07
H  1.73  2.28  0.22
H  1.29  4.50  -1.85
H  2.60  3.61  -1.57
H  2.69  5.91  -0.51
H  3.19  4.80  0.49
H  0.48  6.06  0.56
H  1.82  6.14  1.67
H  2.23  4.25  3.37
H  2.49  2.96  2.18
H  1.23  2.84  3.34
N  -2.51  -3.12  -6.53
S  -3.13  -4.37  -5.54
O  -4.54  -4.30  -5.24
O  -2.30  -4.95  -4.50
F  -3.15  -5.45  -6.74
S  -1.96  -2.31  -5.39
O  -0.60  -2.65  -5.06
O  -2.91  -1.65  -4.43
F  -1.81  -1.06  -6.30
N  -2.96  2.29  -2.97
S  -3.73  1.62  -4.36
O  -3.60  0.19  -4.56
O  -3.95  2.44  -5.57
F  -5.22  1.66  -3.71
S  -1.72  2.64  -3.82
O  -1.80  3.87  -4.63
O  -0.78  1.65  -4.22
F  -0.88  3.22  -2.51
N  1.40  -3.03  -0.19
S  0.82  -4.46  -0.91
O  1.14  -5.65  -0.22
O  0.59  -4.55  -2.35
F  -0.66  -4.22  -0.38
S  2.63  -3.02  -1.00
O  2.51  -2.42  -2.30
O  3.64  -4.09  -0.93
F  3.29  -1.77  -0.16
N  3.84  1.26  -3.59
S  2.58  0.72  -2.62
O  1.40  0.08  -3.25
O  2.27  1.35  -1.30
F  3.39  -0.61  -2.12
S  3.25  2.60  -3.71
O  3.46  3.61  -2.67
O  2.08  2.67  -4.56
F  4.32  3.20  -4.79
N  -3.79  2.08  -0.30
S  -4.69  0.95  -0.10
O  -5.89  1.17  0.73
O  -4.14  -0.41  -0.08
F  -5.37  1.09  -1.50
S  -3.29  2.30  1.31
O  -2.75  1.07  1.88
O  -3.86  3.43  2.05
F  -1.87  2.97  0.87

For the relative energy (zero: lowest compared OMol25 entry of this formula, charge and spin), the calculation gives 2817.13 kJ/mol. The total charge is -2. For the orbital gap, the calculation gives 2.51 eV. As for the spin multiplicity: 1. The energy is -7986.85288 Ha.

***

Record 8
ORCA calculation (ωB97M-V/def2-TZVPD) on one molecule with the formula C5H8N2.

Positions of all 15 atoms, in Å:
C  2.45  -0.35  0.08
C  1.03  0.15  0.09
C  0.49  1.42  0.41
N  -0.84  1.43  0.32
N  -1.17  0.18  -0.03
C  -2.53  -0.25  -0.25
C  -0.08  -0.61  -0.18
H  3.14  0.37  -0.36
H  2.51  -1.27  -0.51
H  2.80  -0.59  1.09
H  1.01  2.32  0.70
H  -2.93  0.13  -1.19
H  -3.17  0.07  0.58
H  -2.53  -1.34  -0.29
H  -0.17  -1.65  -0.47

For the relative energy (zero: lowest compared OMol25 entry of this formula, charge and spin), the calculation gives 55.86 kJ/mol. The total charge is 0. For the orbital gap, the calculation gives 9.84 eV. As for the spin multiplicity: 1. As for the SMILES: Cc1cnn(C)c1. The energy is -304.81422 Ha.

***

Record 9
ORCA calculation (ωB97M-V/def2-TZVPD) on C21H13Cl3FN7O9ReS as an isolated structure.

Positions of all 56 atoms, in Å:
Re  -0.58  0.33  -0.01
S  -2.21  -0.75  -1.02
C  -1.71  -0.51  -2.70
N  -2.52  -0.95  -3.65
N  -2.13  -1.01  -4.90
C  -0.87  -1.35  -5.45
C  0.12  -2.01  -4.73
C  1.27  -2.41  -5.38
C  1.45  -2.15  -6.74
C  0.45  -1.51  -7.45
C  -0.71  -1.11  -6.81
N  -0.60  0.19  -2.99
N  -0.01  0.71  -1.96
C  1.20  1.39  -2.30
C  2.04  0.87  -3.28
C  3.23  1.52  -3.56
C  3.58  2.68  -2.88
C  2.71  3.21  -1.92
C  1.52  2.56  -1.63
H  -2.90  -1.12  -5.53
H  0.01  -2.23  -3.68
H  2.03  -2.93  -4.82
H  2.36  -2.46  -7.23
H  0.58  -1.31  -8.51
H  -1.49  -0.61  -7.37
H  1.78  -0.04  -3.79
H  3.90  1.11  -4.30
H  4.51  3.18  -3.10
H  2.96  4.13  -1.41
H  0.83  2.99  -0.92
O  6.68  -2.59  1.47
N  6.02  -1.70  1.96
O  6.38  -0.98  2.87
C  4.68  -1.47  1.41
C  4.24  -2.26  0.36
C  2.99  -2.04  -0.17
C  2.10  -1.07  0.36
O  0.88  -0.99  -0.02
C  2.65  -0.26  1.40
C  3.90  -0.46  1.93
N  1.91  0.88  1.91
O  1.03  1.38  1.20
O  2.25  1.38  2.94
N  2.61  -2.85  -1.34
O  3.30  -3.83  -1.58
O  1.66  -2.50  -2.01
H  4.88  -3.03  -0.06
H  4.27  0.16  2.73
F  -1.30  2.01  0.27
Cl  -3.20  -1.12  4.73
C  -1.71  -1.42  3.83
Cl  -1.43  -3.17  3.70
Cl  -0.35  -0.68  4.68
C  -1.89  -0.90  2.37
O  -2.91  -1.15  1.78
O  -0.84  -0.29  1.92

As for the expectation value of S²: 0.980. For the relative energy (zero: lowest compared OMol25 entry of this formula, charge and spin), the calculation gives 51.46 kJ/mol. The total charge is 0. For the orbital gap (alpha / beta), the calculation gives 6.35 / 6.49 eV. As for the spin multiplicity: 2. The energy is -3825.15925 Ha.

***

Record 10
ORCA calculation (ωB97M-V/def2-TZVPD) on a 7-piece molecular cluster, C39H49BFIN6O2Si overall in a non-equilibrium geometry.

Positions of all 100 atoms, in Å:
C  1.93  -0.86  -0.57
C  0.58  -0.31  0.24
F  0.90  -0.53  1.70
B  0.33  1.30  0.07
C  -0.94  2.03  -0.68
C  -2.17  1.04  -1.11
O  -3.03  0.71  0.04
Si  -4.64  1.40  -0.13
C  -5.57  1.08  1.57
C  -4.69  3.31  -0.40
C  -5.73  0.59  -1.50
C  1.48  2.31  0.74
C  2.47  2.93  -0.42
O  2.05  4.08  -1.01
I  4.38  1.96  -1.05
H  1.79  -1.97  -0.98
H  2.86  -0.89  0.16
H  2.13  -0.12  -1.46
H  -0.34  -0.99  -0.02
H  -0.61  2.62  -1.64
H  -1.37  2.86  0.07
H  -1.68  0.02  -1.47
H  -2.78  1.45  -2.04
H  -5.23  1.87  2.39
H  -6.75  1.10  1.40
H  -5.25  -0.01  1.89
H  -5.76  3.67  -0.01
H  -4.63  3.55  -1.54
H  -3.86  3.90  0.19
H  -5.76  -0.58  -1.42
H  -5.46  0.91  -2.59
H  -6.85  0.96  -1.30
H  2.05  1.79  1.63
H  0.90  3.24  1.21
C  -2.83  8.83  1.01
C  -2.34  8.25  -0.15
C  -3.11  7.28  -0.77
N  -4.30  6.86  -0.31
C  -4.75  7.44  0.83
C  -4.06  8.42  1.52
H  -2.25  9.60  1.52
H  -1.39  8.55  -0.57
H  -2.77  6.80  -1.69
H  -5.71  7.08  1.18
H  -4.46  8.85  2.42
C  -0.68  -4.67  1.72
C  -1.05  -3.46  1.14
C  -1.84  -3.49  0.00
N  -2.26  -4.63  -0.59
C  -1.89  -5.79  0.00
C  -1.11  -5.86  1.14
H  -0.07  -4.68  2.61
H  -0.74  -2.51  1.56
H  -2.15  -2.57  -0.49
H  -2.24  -6.69  -0.50
H  -0.84  -6.82  1.57
C  -2.11  -3.45  4.76
C  -2.81  -3.88  5.88
C  -2.24  -3.68  7.13
N  -1.03  -3.10  7.32
C  -0.38  -2.69  6.21
C  -0.87  -2.84  4.92
H  -2.52  -3.58  3.76
H  -3.78  -4.36  5.78
H  -2.75  -4.00  8.03
H  0.59  -2.23  6.39
H  -0.29  -2.49  4.07
C  9.47  3.90  -2.62
C  9.96  3.32  -3.78
C  9.19  2.34  -4.40
N  8.00  1.92  -3.93
C  7.55  2.50  -2.80
C  8.24  3.49  -2.11
H  10.05  4.67  -2.10
H  10.91  3.62  -4.20
H  9.53  1.86  -5.31
H  6.59  2.14  -2.44
H  7.84  3.92  -1.21
C  10.12  -2.04  -1.31
C  9.75  -0.83  -1.89
C  8.96  -0.86  -3.03
N  8.54  -2.00  -3.62
C  8.91  -3.16  -3.03
C  9.69  -3.23  -1.89
H  10.73  -2.05  -0.42
H  10.06  0.12  -1.47
H  8.65  0.06  -3.52
H  8.56  -4.06  -3.52
H  9.96  -4.19  -1.46
C  -5.29  -4.97  -0.67
C  -5.94  -6.08  -0.15
C  -7.30  -6.21  -0.38
N  -8.04  -5.32  -1.08
C  -7.37  -4.25  -1.58
C  -6.02  -4.04  -1.41
H  -4.22  -4.83  -0.51
H  -5.41  -6.82  0.43
H  -7.86  -7.06  0.01
H  -7.98  -3.55  -2.14
H  -5.54  -3.16  -1.83

The total charge is 0. For the orbital gap, the calculation gives 8.72 eV. As for the spin multiplicity: 1. As for the SMILES: C[C@@H](F)B(CCO[Si](C)(C)C)CC(=O)I.c1ccncc1.c1ccncc1.c1ccncc1.c1ccncc1.c1ccncc1.c1ccncc1. The energy is -2706.25477 Ha.